Record 1
This record from the Open Molecules 2025 dataset describes a cluster of 2 separate species, C18H30IN6O2 in total. The level of theory is wB97M-V/def2-TZVPD.

As for the HOMO energy: -11.084 eV. The calculation puts the LUMO energy at -2.6 eV. The maximum force is 1.920 eV/A. The calculation puts the electronic energy at -40284.9568 eV. The charge is +1.

The geometry in XYZ format:
```
57
Properties=species:S:1:pos:R:3:forces:R:3:nbo_charge:R:1
O 0.61686 -3.64959 -4.23841 -0.15 0.42 -0.03 -0.6418
O -1.56754 0.87999 -4.99926 0.08 -0.39 0.60 -0.6187
I -3.31397 0.19332 1.00918 0.82 1.07 1.37 0.0869
C 1.37792 -2.89247 -4.82789 -0.20 -1.71 0.47 0.6779
C -0.55265 0.29834 -5.35130 -0.53 0.21 0.46 0.6672
C 0.49211 -2.18155 1.67355 -0.06 0.33 -1.00 0.6699
C -2.23513 2.84546 2.40459 -0.10 -0.12 -0.31 -0.2658
C -1.94963 0.89000 3.79129 -0.12 0.05 -0.38 -0.2745
C -1.63072 3.62936 3.39131 -0.12 -0.86 0.05 -0.1767
C -2.38511 1.47101 2.59830 -0.12 -0.27 -0.24 -0.0838
C -1.33720 1.66201 4.78855 -0.19 0.48 -0.43 -0.0326
C -1.17751 3.04828 4.58336 -0.01 -0.19 -0.11 0.0102
N 0.44421 -1.06187 2.34034 0.03 1.50 -0.05 -0.7519
N 0.01893 0.69561 -6.49735 0.99 -0.03 -1.03 -0.6067
N -0.02746 1.87476 6.87021 0.46 -0.05 -0.03 -0.6310
N 0.47276 -2.20791 0.35473 -0.01 0.14 -0.72 -0.5481
N 1.17291 -1.57425 -4.93021 -0.39 1.61 -0.29 -0.6309
N 0.56464 -3.29303 2.35083 0.13 -1.79 0.64 -0.7540
C 2.63740 -3.43217 -5.46657 -0.13 0.09 0.01 -0.7095
C 1.18634 0.20351 -7.23267 -0.39 -0.10 0.16 -0.4183
C -0.91750 1.00476 6.08591 0.13 0.76 0.56 -0.2341
C -0.49526 3.91136 5.61979 -0.09 -0.13 0.28 -0.4370
C -0.50062 3.26204 7.00312 -0.05 -0.50 -0.34 -0.2154
C 0.39737 -1.04645 -0.55199 -0.08 0.20 -0.22 -0.2356
C 0.36205 -1.51666 -2.00666 0.08 0.07 0.01 -0.4048
C 0.18771 -0.35902 -3.00267 -0.28 -0.10 0.19 -0.3902
C -0.02524 -0.84999 -4.45478 0.46 -0.36 0.22 -0.1336
H -2.58886 3.30508 1.48602 0.07 -0.04 0.14 0.2363
H -2.11080 -0.17162 3.94493 0.04 0.00 0.09 0.2159
H -1.50947 4.69676 3.22875 -0.04 -0.14 0.03 0.2272
H 0.34759 -0.20065 1.83017 -0.08 0.23 0.27 0.4354
H 0.50556 -1.04319 3.33963 -0.07 0.19 0.12 0.4228
H -0.48739 1.45569 -6.92799 -0.06 -0.07 0.12 0.4171
H 0.16937 1.46919 7.78658 -0.18 0.13 -0.46 0.3727
H 0.49579 -3.11263 -0.08737 -0.02 -0.04 -0.08 0.4180
H 1.87404 -1.04371 -5.42160 -0.08 -0.12 0.19 0.4006
H 0.59108 -4.17438 1.86830 0.03 -0.11 0.25 0.4219
H 0.57903 -3.27399 3.35337 -0.01 -0.24 0.05 0.4189
H 2.61952 -3.22550 -6.53562 0.19 0.04 -0.07 0.2292
H 2.67816 -4.51052 -5.31124 -0.05 0.20 0.00 0.2518
H 3.50886 -2.96599 -5.00995 0.15 0.03 -0.13 0.2255
H 2.09949 0.36947 -6.65787 0.13 0.03 -0.21 0.1806
H 1.06666 -0.85628 -7.46857 0.17 0.12 -0.05 0.2071
H 1.27389 0.74893 -8.17519 -0.07 -0.02 0.25 0.2323
H -0.40899 0.05830 5.87803 0.01 0.07 0.07 0.1883
H -1.81586 0.77979 6.67178 -0.24 -0.20 -0.13 0.1892
H -0.98665 4.88734 5.68006 0.07 -0.07 -0.11 0.2248
H 0.54169 4.07342 5.30999 -0.05 0.04 0.03 0.2260
H 0.15484 3.82544 7.67589 -0.06 -0.28 -0.10 0.2157
H -1.51217 3.28186 7.42515 -0.14 0.17 0.01 0.1675
H 1.26607 -0.40051 -0.40722 0.05 0.00 0.16 0.2025
H -0.50952 -0.47560 -0.34654 -0.05 0.01 0.18 0.2199
H 1.29478 -2.04084 -2.21379 -0.06 -0.23 -0.08 0.2144
H -0.47127 -2.21121 -2.12754 0.08 -0.13 -0.07 0.2258
H 1.05971 0.29606 -2.96179 0.04 0.10 -0.04 0.2025
H -0.68699 0.21611 -2.69314 0.00 0.13 -0.22 0.2389
H -0.85381 -1.56163 -4.43851 0.11 -0.11 -0.06 0.2543
```
Forces are in eV/Å.


Record 2
This record from the Open Molecules 2025 dataset describes a structure of composition C30H31CeN10O4. The level of theory is wB97M-V/def2-TZVPD.

As for the HOMO energy (spin up / spin down): -7.341 / -8.291 eV. The relative energy (zero: lowest compared OMol25 entry of this formula, charge and spin) comes out at 0.0000 eV. Its multiplicity is 2. The calculation puts the LUMO energy (spin up / spin down) at -0.1 / -0.1 eV. The maximum force is 0.650 eV/A. The expectation value of S² is 0.751. The calculation puts the electronic energy at -67639.7612 eV. The charge is 0.

The geometry in XYZ format:
```
76
Properties=species:S:1:pos:R:3:forces:R:3:mulliken_spin:R:1
Ce -0.28038 0.05269 -0.09478 0.05 -0.25 -0.60 0.9553
O -3.93182 1.62115 1.81245 0.00 0.02 0.02 -0.0004
C -3.07038 1.43547 0.94437 -0.04 0.05 0.04 -0.0011
N -1.75666 1.62341 1.04259 -0.33 0.26 0.22 -0.0024
C -1.33137 2.16274 2.31700 0.04 0.00 0.00 0.0002
C 0.15090 2.44182 2.33605 -0.05 0.00 0.05 0.0055
C 0.71213 3.12071 3.41836 -0.02 0.02 -0.02 -0.0012
C 2.07033 3.34707 3.44818 0.01 0.00 0.00 0.0009
C 2.85316 2.88910 2.39272 0.00 0.02 0.01 0.0006
C 2.22428 2.22078 1.36548 -0.02 0.00 -0.02 0.0046
N 0.90492 1.99882 1.32913 0.07 0.12 0.11 0.0023
C -3.52491 0.94041 -0.42236 -0.03 0.08 0.17 0.0049
C -4.88203 0.79794 -0.67853 0.04 0.03 -0.10 -0.0006
C -5.27100 0.40311 -1.94628 -0.05 -0.01 0.00 0.0007
C -4.29853 0.14620 -2.90332 0.02 0.00 0.00 -0.0009
C -2.96853 0.26768 -2.54196 0.01 0.01 0.03 0.0046
N -2.58686 0.66296 -1.32872 -0.17 -0.04 0.11 0.0038
H -1.54882 1.48143 3.15131 0.00 -0.02 -0.01 -0.0001
H -1.87007 3.08864 2.55430 -0.01 -0.01 0.01 0.0000
H 0.07058 3.45102 4.22480 0.00 0.00 0.00 0.0000
H 2.52039 3.86925 4.28268 0.01 0.00 0.00 0.0001
H 3.92316 3.04075 2.37242 0.00 0.00 0.00 0.0000
H 2.79201 1.82786 0.52843 0.00 0.00 0.00 -0.0013
H -5.57957 1.01235 0.11805 -0.01 0.01 0.00 -0.0001
H -6.32056 0.29349 -2.18886 0.00 0.00 -0.01 0.0000
H -4.55962 -0.16220 -3.90631 -0.01 0.00 0.00 -0.0001
H -2.16971 0.02398 -3.23148 0.00 -0.01 -0.01 -0.0001
N 3.37355 0.70840 -3.08590 0.00 0.06 -0.06 0.0000
C 2.71186 0.03986 -2.13847 -0.07 -0.01 0.04 0.0035
N 1.66395 0.74819 -1.76864 0.34 -0.12 -0.05 -0.0044
C 1.73849 1.85970 -2.54643 -0.11 0.15 -0.04 0.0026
N 2.76479 1.88196 -3.36569 0.02 -0.09 0.03 0.0000
C 0.72063 2.91599 -2.44056 0.10 -0.07 -0.02 0.0024
C 0.76300 4.07998 -3.19857 -0.02 0.02 0.02 0.0006
N -0.16667 5.01884 -3.07417 0.01 -0.01 0.00 0.0003
C -1.13014 4.78436 -2.18862 -0.04 0.01 0.03 -0.0003
C -1.17799 3.62019 -1.43304 0.04 -0.02 0.00 0.0038
N -0.25033 2.68130 -1.56246 -0.01 -0.10 -0.02 -0.0009
H 4.20883 0.44216 -3.57853 0.00 0.01 0.00 0.0000
H 2.99394 -0.91968 -1.73534 -0.01 0.01 0.02 0.0005
H 1.56219 4.24286 -3.91065 0.00 0.02 0.00 0.0000
H -1.89449 5.54285 -2.07128 0.01 0.02 -0.02 0.0000
H -1.95840 3.43011 -0.70713 0.00 0.00 0.00 -0.0003
C 0.36349 -3.70451 -1.68506 0.04 -0.10 0.00 -0.0003
C -0.59202 -2.69522 -2.32054 0.02 0.21 0.16 0.0020
C -0.11288 -2.35305 -3.73078 0.03 -0.04 -0.10 -0.0009
C -2.00023 -3.28582 -2.37252 -0.07 -0.09 -0.02 -0.0004
O -0.60669 -1.52931 -1.54649 0.05 -0.27 -0.23 0.0131
H 0.39628 -4.64296 -2.24539 0.00 0.01 -0.01 0.0001
H 0.04279 -3.92390 -0.66404 -0.01 0.01 0.00 -0.0001
H 1.37066 -3.28904 -1.62831 -0.01 0.02 -0.01 0.0001
H -0.04041 -3.24205 -4.36277 -0.01 0.00 0.01 -0.0001
H 0.87357 -1.88617 -3.67939 0.00 0.00 0.01 0.0002
H -0.79558 -1.64935 -4.21231 -0.02 0.01 0.03 -0.0001
H -2.04001 -4.18989 -2.98591 0.01 0.01 0.00 0.0000
H -2.70672 -2.56130 -2.78073 0.02 0.03 -0.01 0.0000
H -2.32781 -3.54845 -1.36369 0.01 0.01 0.00 0.0000
N -2.11961 -1.50020 1.29168 -0.08 0.09 -0.03 0.0022
H -2.60733 -0.95482 1.99791 0.00 -0.03 0.02 0.0011
H -1.64966 -2.25676 1.77601 0.04 0.01 -0.03 0.0002
H -2.81968 -1.91148 0.68333 0.01 0.00 -0.01 0.0003
O 2.04999 -1.54302 0.25144 0.01 0.14 0.08 -0.0040
C 1.81052 -1.56646 1.46655 0.06 0.01 -0.05 -0.0007
N 0.77821 -0.89769 2.02599 0.09 -0.22 0.27 0.0030
C 0.81305 -1.07846 3.39590 0.12 0.08 0.01 0.0034
O 0.05033 -0.59210 4.20225 -0.07 -0.03 -0.02 -0.0002
C 1.98830 -1.97565 3.72010 -0.10 -0.02 0.06 -0.0016
C 2.46215 -2.46807 4.91681 0.02 -0.01 -0.05 0.0000
C 3.57772 -3.30261 4.86304 0.02 -0.02 0.01 0.0000
C 4.18443 -3.62228 3.65121 -0.01 0.02 -0.02 0.0000
C 3.69698 -3.11378 2.44822 0.00 0.00 0.07 0.0005
C 2.59316 -2.29145 2.51883 0.03 0.04 -0.11 -0.0006
H 1.98307 -2.21578 5.85353 0.00 0.00 0.00 0.0000
H 3.98281 -3.71504 5.77840 0.00 0.01 0.00 0.0000
H 5.04763 -4.27533 3.64676 0.00 0.00 0.01 0.0000
H 4.15925 -3.35365 1.49971 0.00 -0.01 0.00 0.0000
```
Forces are in eV/Å.


Record 3
This record from the Open Molecules 2025 dataset describes a structure of composition C26H22IN3O2Ti. The level of theory is wB97M-V/def2-TZVPD.

As for the HOMO energy: -14.404 eV. The relative energy (zero: lowest compared OMol25 entry of this formula, charge and spin) comes out at 0.9268 eV. The calculation puts the LUMO energy at -7.7 eV. The maximum force is 3.113 eV/A. The calculation puts the electronic energy at -67086.3488 eV. The charge is +2.

The geometry in XYZ format:
```
55
Properties=species:S:1:pos:R:3:forces:R:3:nbo_charge:R:1
Ti -1.00175 0.35565 -0.69740 1.16 2.86 -0.39 1.7166
C -0.90215 -3.91445 -1.76850 -0.01 0.03 -0.09 -0.6532
C -0.73195 -3.58195 -0.32790 -0.25 0.95 -0.27 0.1883
N -0.35145 -4.51615 0.51040 0.06 -0.33 -0.27 -0.3317
C -0.23785 -4.26125 1.80180 -0.14 0.42 0.45 0.0417
C -0.55795 -3.03905 2.37830 -0.13 0.09 -0.19 0.0048
C -0.36345 -2.82375 3.86010 0.40 -0.02 -0.08 -0.1020
O -1.45145 -2.18285 4.48910 -0.27 0.03 0.14 -0.7302
C -0.95435 -1.98785 1.51180 0.12 -0.81 -1.02 -0.1930
C -1.26785 -0.69125 2.03460 -0.06 0.18 0.47 0.2331
N -1.30945 0.42325 1.35890 -0.13 -0.63 0.11 -0.6018
C -1.36545 1.63675 2.08020 -0.16 1.02 0.54 0.1425
C -0.89405 1.76655 3.39730 -0.11 -0.14 -0.39 -0.2188
C -0.91825 2.98255 4.05380 -0.10 0.02 -0.09 -0.1636
C -1.38175 4.12355 3.41790 -0.01 -0.14 -0.08 -0.1566
C -1.82915 4.04035 2.10790 -0.03 -0.02 -0.11 -0.2211
C -1.81895 2.81255 1.47650 -0.14 -0.28 -0.45 -0.1267
I -2.59275 2.73835 -0.53750 0.26 -0.13 0.86 0.3710
C -0.99265 -2.26585 0.11970 0.54 -2.18 2.13 0.3368
O -1.29305 -1.31055 -0.73760 -0.78 -1.30 -0.65 -0.6831
H -0.61355 -4.94755 -1.93030 0.03 -0.01 -0.07 0.2672
H -0.29095 -3.25455 -2.38850 -0.04 -0.08 -0.09 0.2262
H -1.95095 -3.78895 -2.04630 0.03 -0.01 -0.13 0.2345
H 0.11315 -5.08995 2.39840 0.02 -0.02 0.25 0.2230
H 0.51165 -2.17015 3.98470 -0.12 -0.16 0.15 0.1940
H -0.12915 -3.77945 4.33070 0.05 0.05 0.01 0.2141
H -2.04465 -2.83745 4.87640 0.04 0.08 -0.04 0.5019
H -1.45675 -0.68175 3.11350 0.10 0.17 -0.27 0.2651
H -0.48525 0.91765 3.92330 0.05 -0.15 -0.02 0.2337
H -0.56365 3.02885 5.07060 0.06 0.05 0.10 0.2502
H -1.39445 5.07115 3.93010 0.01 0.13 0.04 0.2537
H -2.17655 4.91795 1.58390 -0.05 0.07 0.04 0.2507
N -1.16495 0.56115 -2.80170 -0.64 0.45 -0.77 -0.8935
C 0.08385 0.39975 -3.55750 0.73 0.02 -0.32 0.1698
C 0.02305 -0.16235 -4.82850 -0.13 0.02 0.21 -0.2386
C 1.16325 -0.27965 -5.60580 -0.06 0.02 0.16 -0.1653
C 2.37255 0.16845 -5.10290 -0.03 0.02 -0.08 -0.1693
C 2.43435 0.73595 -3.84630 -0.27 0.00 0.02 -0.1588
C 1.29565 0.87755 -3.04510 -0.18 -0.07 -0.23 -0.1242
C 1.51605 1.40385 -1.67690 0.07 -0.01 -0.07 0.0562
C 2.50655 2.37645 -1.48320 -0.32 -0.08 0.05 -0.2059
C 3.01265 2.63535 -0.22220 -0.06 -0.02 -0.04 -0.1410
C 2.58385 1.88595 0.86240 -0.21 -0.18 0.03 -0.1901
C 1.54025 0.98585 0.70150 0.14 -0.07 0.43 -0.1699
C 0.94055 0.77915 -0.54790 0.03 0.03 0.07 -0.4894
H -1.82135 -0.15635 -3.15140 0.22 0.39 0.19 0.4337
H -1.56665 1.46985 -3.08140 0.11 -0.46 0.08 0.4235
H -0.92535 -0.50045 -5.22440 -0.11 -0.02 -0.01 0.2272
H 1.10225 -0.71405 -6.59120 -0.02 -0.05 -0.06 0.2469
H 3.27175 0.07275 -5.68750 0.13 -0.02 -0.10 0.2452
H 3.38605 1.05275 -3.45240 0.11 0.00 0.02 0.2336
H 2.88875 2.92525 -2.33180 0.05 -0.06 -0.08 0.2420
H 3.77365 3.38985 -0.09340 0.08 0.05 0.00 0.2455
H 3.04915 2.00745 1.82880 0.01 0.01 0.08 0.2409
H 1.23095 0.39495 1.56300 -0.04 0.26 -0.16 0.2141
```
Forces are in eV/Å.


Among the records above, which one has the highest charge?
C26H22IN3O2Ti


Look up the maximum force of the third one.
3.113 eV/A